The ion C5H4FO2 with charge -1. Source: the OMol25 dataset; level of theory: ωB97M-V with the def2-TZVPD basis set.

Geometry (Å):
O: 2.503 -0.373 0.148
C: 1.294 -0.160 0.211
C: 0.490 0.236 -1.032
C: -0.974 0.046 -0.612
C: -0.934 -0.060 0.958
O: -1.999 0.025 1.643
C: 0.404 -0.222 1.307
F: 0.844 -0.310 2.640
H: 0.662 1.283 -1.315
H: 0.948 -0.207 -2.053
H: -1.509 -0.963 -0.926
H: -1.730 0.704 -0.970

Computed properties:
**Orbital gap**: 7.8 eV
**Structure (SMILES)**: O=C1CCC([O-])=C1F
**Net charge**: -1
**HOMO energy**: -3.60 eV
**M**: 115.083 g/mol
**Spin multiplicity**: 1
**ΔE to the lowest compared entry with this formula, charge and spin**: 0.0 kJ/mol
**Maximum force**: 3.31 eV Å⁻¹
**Electronic energy**: -12062.9585 eV

A structure of composition C5H4FeO2. Source: the OMol25 dataset; level of theory: ωB97M-V with the def2-TZVPD basis set.

Geometry (Å):
O: -2.212 0.322 0.602
C: -1.466 -0.496 -0.236
H: -1.962 1.247 0.513
H: -1.336 0.789 -1.269
H: -1.839 -1.523 -0.077
C: -0.226 -0.657 -1.024
C: 0.371 -0.580 0.616
H: 0.342 -1.159 1.542
C: 0.274 0.488 -1.483
C: 1.352 0.297 0.229
O: 2.457 0.742 0.442
Fe: 4.245 0.530 0.146

Computed properties:
**Orbital gap (alpha / beta)**: 7.6 / 6.8 eV
**Net charge**: +3
**HOMO energy (alpha / beta)**: -23.34 / -23.54 eV
**M**: 151.930 g/mol
**Spin multiplicity**: 6
**ΔE to the lowest compared entry with this formula, charge and spin**: 726.0 kJ/mol
**Maximum force**: 6.81 eV Å⁻¹
**Electronic energy**: -43681.2737 eV

The molecule C5H4I2. Source: the OMol25 dataset; level of theory: ωB97M-V with the def2-TZVPD basis set.

Geometry (Å):
C: -1.545 -2.039 -1.046
C: -0.746 -1.120 -0.601
C: 0.078 -0.290 -0.034
I: 1.464 -1.535 1.315
C: 0.517 1.139 -0.030
C: 1.094 1.768 0.967
I: 1.749 3.771 0.792
H: -2.554 -2.415 -0.545
H: -1.399 -2.469 -1.975
H: 0.219 1.709 -0.819
H: 1.124 1.481 1.977

Computed properties:
**Orbital gap**: 8.2 eV
**Structure (SMILES)**: C=C=C(I)/C=C/I
**HOMO energy**: -8.89 eV
**M**: 317.895 g/mol
**Spin multiplicity**: 1
**ΔE to the lowest compared entry with this formula, charge and spin**: 36.2 kJ/mol
**Maximum force**: 3.49 eV Å⁻¹
**Electronic energy**: -21447.6625 eV

The ion C5H4IN2 with charge +1. Source: the OMol25 dataset; level of theory: ωB97M-V with the def2-TZVPD basis set.

Geometry (Å):
C: -2.772 -1.133 0.107
C: -1.597 -1.034 -0.177
C: -0.337 -0.464 -0.102
N: 0.885 -0.941 -0.162
C: 1.782 0.206 -0.087
I: 3.832 0.010 -0.046
C: 1.016 1.338 -0.047
N: -0.274 0.989 0.011
H: -3.799 -1.104 0.321
H: 1.117 -1.929 0.001
H: 1.168 2.382 0.076
H: -1.021 1.678 0.105

Computed properties:
**Orbital gap**: 8.4 eV
**Structure (SMILES)**: C#Cc1[nH]c(I)c[nH+]1
**Net charge**: +1
**HOMO energy**: -12.93 eV
**M**: 219.005 g/mol
**Spin multiplicity**: 1
**ΔE to the lowest compared entry with this formula, charge and spin**: 56.5 kJ/mol
**Maximum force**: 4.31 eV Å⁻¹
**Electronic energy**: -16321.3554 eV

A structure of composition C5H4LiO7Tb. Source: the OMol25 dataset; level of theory: ωB97M-V with the def2-TZVPD basis set.

Geometry (Å):
O: 0.522 -0.717 2.372
C: -0.742 -0.821 2.342
O: -1.587 -0.120 2.903
O: -1.546 0.242 -0.125
O: -0.352 1.771 -1.301
C: 1.006 1.932 -1.669
C: 1.539 0.503 -1.665
O: 0.746 -0.126 -0.660
C: -0.442 0.815 -0.310
H: 1.051 2.404 -2.656
H: 1.530 2.563 -0.933
H: 2.606 0.452 -1.417
H: 1.363 -0.005 -2.622
Tb: 1.311 -1.696 0.762
Li: -2.813 -0.180 1.232
O: -0.398 -2.719 0.848
O: -2.506 -2.232 1.420
C: -1.286 -2.068 1.477

Computed properties:
**Orbital gap (alpha / beta)**: 9.0 / 5.4 eV
**Net charge**: +1
**HOMO energy (alpha / beta)**: -13.62 / -10.63 eV
**M**: 341.946 g/mol
**Spin multiplicity**: 8
**ΔE to the lowest compared entry with this formula, charge and spin**: 0.0 kJ/mol
**Maximum force**: 4.97 eV Å⁻¹
**Electronic energy**: -42216.1785 eV

The ion C5H4N with charge +1. Source: the OMol25 dataset; level of theory: ωB97M-V with the def2-TZVPD basis set.

Geometry (Å):
C: -1.892 -0.447 -0.463
C: -1.854 0.409 0.523
C: -0.151 -1.794 0.035
C: -0.755 -0.578 0.493
C: 1.804 -0.200 0.191
N: 0.628 -0.691 0.087
H: -2.381 -0.986 -1.267
H: -2.035 1.296 1.031
H: 2.093 0.923 0.081
H: 2.748 -0.694 0.403

Computed properties:
**Orbital gap**: 9.0 eV
**Net charge**: +1
**HOMO energy**: -14.84 eV
**M**: 78.094 g/mol
**Spin multiplicity**: 1
**ΔE to the lowest compared entry with this formula, charge and spin**: 436.4 kJ/mol
**Maximum force**: 3.71 eV Å⁻¹
**Electronic energy**: -6723.8168 eV

The ion C5H4N with charge +1. Source: the OMol25 dataset; level of theory: ωB97M-V with the def2-TZVPD basis set.

Geometry (Å):
C: 1.327 -2.586 1.162
C: 0.820 -1.749 0.454
C: 0.324 -0.696 -0.269
N: -0.005 -0.388 -1.574
C: -0.307 0.501 -0.647
C: -0.838 1.747 -0.279
H: 1.603 -3.463 1.671
H: -1.430 2.132 -1.119
H: -0.098 2.639 -0.125
H: -1.396 1.862 0.728

Computed properties:
**Orbital gap**: 9.6 eV
**Structure (SMILES)**: C#CC1=[N+]=C1C
**Net charge**: +1
**HOMO energy**: -15.89 eV
**M**: 78.094 g/mol
**Spin multiplicity**: 1
**ΔE to the lowest compared entry with this formula, charge and spin**: 83.5 kJ/mol
**Maximum force**: 4.46 eV Å⁻¹
**Electronic energy**: -6727.4742 eV

The ion C5H4N with charge +1. Source: the OMol25 dataset; level of theory: ωB97M-V with the def2-TZVPD basis set.

Geometry (Å):
C: -1.310 -1.001 -1.824
C: -0.989 0.077 -1.003
C: 0.982 -0.804 0.051
C: -0.063 -0.968 -1.199
C: 0.339 0.268 0.804
N: -0.760 0.799 0.067
H: 1.847 -1.325 0.288
H: -0.125 0.151 1.810
H: 1.078 1.023 0.814
H: -0.998 1.780 0.194

Computed properties:
**Orbital gap (alpha / beta)**: 6.8 / 8.8 eV
**Net charge**: +1
**HOMO energy (alpha / beta)**: -14.33 / -15.41 eV
**M**: 78.094 g/mol
**Spin multiplicity**: 1
**ΔE to the lowest compared entry with this formula, charge and spin**: 377.9 kJ/mol
**Maximum force**: 6.16 eV Å⁻¹
**Electronic energy**: -6724.4232 eV

A structure of composition C5H4N2. Source: the OMol25 dataset; level of theory: ωB97M-V with the def2-TZVPD basis set.

Geometry (Å):
C: -1.633 -1.787 0.611
C: -0.743 -1.067 0.241
C: 0.345 -0.219 -0.233
N: -0.039 0.659 -1.340
C: 0.695 1.667 -0.660
C: 0.742 0.727 0.981
N: 1.087 0.885 2.084
H: -2.426 -2.419 0.952
H: 1.244 -0.778 -0.493
H: -1.033 0.857 -1.235
H: 1.761 1.476 -0.907

Computed properties:
**Orbital gap**: 8.1 eV
**HOMO energy**: -9.15 eV
**M**: 92.101 g/mol
**Spin multiplicity**: 1
**ΔE to the lowest compared entry with this formula, charge and spin**: 660.7 kJ/mol
**Maximum force**: 1.28 eV Å⁻¹
**Electronic energy**: -8222.6457 eV

The molecule C5H4N2. Source: the OMol25 dataset; level of theory: ωB97M-V with the def2-TZVPD basis set.

Geometry (Å):
C: 2.645 0.021 -0.754
C: 1.554 0.356 -0.374
C: -0.147 0.013 1.406
C: -1.297 -0.623 1.021
N: -1.576 -0.355 -0.333
N: -0.775 0.385 -0.954
C: 0.220 0.701 0.116
H: 3.612 -0.296 -1.073
H: -1.982 -1.281 1.543
H: -2.379 -0.712 -0.852
H: 0.125 1.791 0.254

Computed properties:
**Orbital gap (alpha / beta)**: 7.9 / 7.9 eV
**HOMO energy (alpha / beta)**: -8.46 / -8.46 eV
**M**: 92.101 g/mol
**Spin multiplicity**: 1
**ΔE to the lowest compared entry with this formula, charge and spin**: 554.1 kJ/mol
**Maximum force**: 0.68 eV Å⁻¹
**Electronic energy**: -8223.7506 eV

The molecule C5H4N2. Source: the OMol25 dataset; level of theory: ωB97M-V with the def2-TZVPD basis set.

Geometry (Å):
C: -0.759 -2.594 -0.154
C: -0.321 -1.511 0.127
C: 0.268 -0.224 0.490
C: 0.701 0.677 -0.623
C: 0.148 1.860 -0.356
N: -0.664 1.780 0.825
N: -0.643 0.626 1.299
H: -1.158 -3.554 -0.401
H: 1.125 -0.409 1.158
H: 1.351 0.398 -1.442
H: 0.239 2.809 -0.868

Computed properties:
**Orbital gap**: 9.8 eV
**Structure (SMILES)**: C#C[C@H]1C=CN=N1
**HOMO energy**: -9.67 eV
**M**: 92.101 g/mol
**Spin multiplicity**: 1
**ΔE to the lowest compared entry with this formula, charge and spin**: 323.6 kJ/mol
**Maximum force**: 0.49 eV Å⁻¹
**Electronic energy**: -8226.1391 eV

The molecule C5H4N2. Source: the OMol25 dataset; level of theory: ωB97M-V with the def2-TZVPD basis set.

Geometry (Å):
C: 0.780 -2.129 0.889
C: -0.222 -1.491 1.204
N: -0.975 -0.436 0.976
C: -0.642 0.507 0.181
N: -1.320 1.674 0.124
C: 0.663 0.264 -0.578
C: 1.456 0.234 -1.489
H: 1.385 -3.010 0.942
H: -1.104 2.322 -0.610
H: -2.175 1.763 0.634
H: 2.153 0.303 -2.273

Computed properties:
**Orbital gap**: 9.2 eV
**Structure (SMILES)**: C#C/N=C(/N)C#C
**HOMO energy**: -8.49 eV
**M**: 92.101 g/mol
**Spin multiplicity**: 1
**ΔE to the lowest compared entry with this formula, charge and spin**: 435.9 kJ/mol
**Maximum force**: 3.30 eV Å⁻¹
**Electronic energy**: -8224.9751 eV

A cluster of 2 separate species, C5H4N2 in total. Source: the OMol25 dataset; level of theory: ωB97M-V with the def2-TZVPD basis set.

Geometry (Å):
C: -0.634 -1.895 -0.290
C: -1.388 -0.906 -0.528
C: -0.914 0.339 -0.128
C: 0.107 1.049 -0.845
C: 1.200 0.700 -0.107
N: 0.866 -0.024 1.036
N: -0.505 0.315 1.197
H: 0.499 -1.273 0.394
H: 0.064 1.431 -1.853
H: 2.247 0.809 -0.364
H: -0.969 -0.395 1.754

Computed properties:
**Orbital gap**: 8.2 eV
**HOMO energy**: -9.12 eV
**M**: 92.101 g/mol
**Spin multiplicity**: 1
**ΔE to the lowest compared entry with this formula, charge and spin**: 762.2 kJ/mol
**Maximum force**: 0.64 eV Å⁻¹
**Electronic energy**: -8221.5933 eV

The molecule C5H4N2. Source: the OMol25 dataset; level of theory: ωB97M-V with the def2-TZVPD basis set.

Geometry (Å):
C: 0.203 -0.404 1.046
C: 0.488 -0.436 -0.382
C: 1.327 -0.073 -1.304
C: -1.544 0.134 -0.502
C: -0.957 0.582 1.032
N: -2.418 -0.013 -1.252
N: -1.281 1.505 1.721
H: -0.263 -1.333 1.387
H: 1.087 -0.193 1.664
H: 1.165 -0.311 -2.351
H: 2.194 0.543 -1.060

Computed properties:
**Orbital gap (alpha / beta)**: 7.2 / 9.0 eV
**HOMO energy (alpha / beta)**: -9.13 / -10.41 eV
**M**: 92.101 g/mol
**Spin multiplicity**: 1
**ΔE to the lowest compared entry with this formula, charge and spin**: 575.5 kJ/mol
**Maximum force**: 2.00 eV Å⁻¹
**Electronic energy**: -8223.5291 eV

The molecule C5H4N2O. Source: the OMol25 dataset; level of theory: ωB97M-V with the def2-TZVPD basis set.

Geometry (Å):
N: 2.180 1.189 -0.193
C: 1.555 0.312 0.254
C: 0.615 -0.538 0.869
C: -0.228 -1.498 0.189
N: -0.378 -1.196 -1.090
C: -0.178 0.042 -1.243
C: -0.644 1.180 -0.331
O: -1.660 1.069 0.286
H: 0.770 -0.436 1.915
H: -0.724 -2.351 0.775
H: 0.063 0.385 -2.329
H: 0.051 2.116 -0.341

Computed properties:
**Orbital gap (alpha / beta)**: 8.5 / 8.5 eV
**Structure (SMILES)**: N#C/C=C\N=C/C=O
**HOMO energy (alpha / beta)**: -9.50 / -9.50 eV
**M**: 108.100 g/mol
**Spin multiplicity**: 1
**ΔE to the lowest compared entry with this formula, charge and spin**: 335.3 kJ/mol
**Maximum force**: 5.18 eV Å⁻¹
**Electronic energy**: -10273.2875 eV

A structure of composition C5H4N3S. Source: the OMol25 dataset; level of theory: ωB97M-V with the def2-TZVPD basis set.

Geometry (Å):
C: 3.729 -1.280 -0.105
C: 3.229 0.067 -0.028
C: 1.813 -0.031 0.095
C: 0.902 0.936 -0.101
C: -0.590 0.979 -0.148
N: 1.722 1.927 0.079
N: 2.864 -2.113 -0.011
N: 1.772 -2.681 -0.023
S: 3.447 1.704 -0.014
H: -0.916 0.698 -1.158
H: -0.872 0.215 0.452
H: -1.040 1.840 0.063
H: 1.504 -3.396 0.750

Computed properties:
**Orbital gap (alpha / beta)**: 7.2 / 7.2 eV
**Net charge**: +1
**HOMO energy (alpha / beta)**: -14.04 / -14.04 eV
**M**: 138.175 g/mol
**Spin multiplicity**: 1
**ΔE to the lowest compared entry with this formula, charge and spin**: 411.4 kJ/mol
**Maximum force**: 4.79 eV Å⁻¹
**Electronic energy**: -20539.1991 eV

A structure of composition C5H4N4. Source: the OMol25 dataset; level of theory: ωB97M-V with the def2-TZVPD basis set.

Geometry (Å):
C: -1.039 1.052 0.977
C: -1.609 -1.261 0.491
C: -0.173 0.131 -1.575
C: -0.621 -0.284 0.885
C: 0.727 -0.266 -0.535
N: -1.095 2.180 1.214
N: -2.434 -2.048 0.255
N: -0.774 0.538 -2.472
N: 1.791 0.533 -0.415
H: -0.070 -0.726 1.854
H: 1.098 -1.368 -0.401
H: 2.621 0.047 -0.213
H: 1.576 1.472 -0.066

Computed properties:
**Orbital gap**: 10.2 eV
**HOMO energy**: -10.25 eV
**M**: 120.115 g/mol
**Spin multiplicity**: 1
**ΔE to the lowest compared entry with this formula, charge and spin**: 338.6 kJ/mol
**Maximum force**: 4.75 eV Å⁻¹
**Electronic energy**: -11206.9912 eV

The molecule C5H4N4O2. Source: the OMol25 dataset; level of theory: ωB97M-V with the def2-TZVPD basis set.

Geometry (Å):
O: -1.931 -1.528 1.145
C: -1.066 -0.995 0.535
N: -0.324 -1.788 -0.376
C: 0.582 -1.177 -1.256
O: 1.176 -1.979 -2.161
N: 0.991 0.042 -1.280
C: 0.445 0.716 -0.226
N: 0.837 1.990 -0.060
N: 0.113 2.429 0.933
C: -0.744 1.492 1.420
C: -0.574 0.364 0.663
H: -0.532 -2.782 -0.534
H: 2.158 -1.785 -2.224
H: 0.384 3.376 1.185
H: -1.514 1.626 2.237

Computed properties:
**Orbital gap**: 9.3 eV
**Structure (SMILES)**: O=c1[nH]c(O)nc2n[nH]cc12
**HOMO energy**: -8.72 eV
**M**: 152.113 g/mol
**Spin multiplicity**: 1
**ΔE to the lowest compared entry with this formula, charge and spin**: 27.2 kJ/mol
**Maximum force**: 3.31 eV Å⁻¹
**Electronic energy**: -15305.0557 eV

The ion C5H4NO2 with charge -1. Source: the OMol25 dataset; level of theory: ωB97M-V with the def2-TZVPD basis set.

Geometry (Å):
C: 0.879 -0.452 -1.505
C: -0.261 0.094 -1.180
C: 2.570 -0.323 0.295
C: -0.825 0.831 -0.182
C: -1.745 0.019 0.874
N: 1.965 -0.759 -0.605
O: -0.828 2.052 -0.201
O: 3.024 0.009 1.313
H: 1.006 -1.014 -2.439
H: -1.317 0.284 1.917
H: -1.700 -1.112 0.893
H: -2.768 0.370 0.820

Computed properties:
**Orbital gap**: 7.0 eV
**Net charge**: -1
**HOMO energy**: -3.15 eV
**M**: 110.092 g/mol
**Spin multiplicity**: 1
**ΔE to the lowest compared entry with this formula, charge and spin**: 182.3 kJ/mol
**Maximum force**: 2.51 eV Å⁻¹
**Electronic energy**: -10833.7343 eV

The ion C5H4NO4 with charge -1. Source: the OMol25 dataset; level of theory: ωB97M-V with the def2-TZVPD basis set.

Geometry (Å):
C: 1.942 0.453 -1.116
C: 1.006 0.091 -0.469
C: -0.226 -0.149 0.262
N: -1.163 0.885 -0.051
C: -0.371 -1.060 1.334
O: 0.670 -1.872 1.700
O: -1.363 -1.204 2.119
C: -3.041 -0.706 1.893
O: -3.376 -0.981 0.764
O: -3.419 -0.159 2.885
H: 2.905 0.460 -1.521
H: -1.997 0.484 -0.270
H: -1.338 1.338 0.789
H: 1.312 -1.935 1.026

Computed properties:
**Orbital gap**: 7.3 eV
**Structure (SMILES)**: C#C/C(N)=C(\O)OC(=O)[O-]
**Net charge**: -1
**HOMO energy**: -3.66 eV
**M**: 142.090 g/mol
**Spin multiplicity**: 1
**ΔE to the lowest compared entry with this formula, charge and spin**: 187.7 kJ/mol
**Maximum force**: 3.53 eV Å⁻¹
**Electronic energy**: -14929.3892 eV